{
  "formula": "C6H12O2Si",
  "method": "ωB97M-V/def2-TZVPD",
  "elements": ["C", "C", "C", "C", "C", "C", "O", "O", "Si", "H", "H", "H", "H", "H", "H", "H", "H", "H", "H", "H", "H"],
  "coordinates": [[2.370621, 1.335078, 0.102956], [2.156948, -1.541023, -0.325909], [-0.779101, -0.261905, 1.504665], [-1.458887, 1.344027, -0.151882], [-1.603786, -1.107179, -0.819835], [-0.726079, 0.004020, -0.004207], [3.206452, 1.858842, -0.607284], [1.797669, -2.385440, 0.425849], [1.055922, 0.015768, -0.789590], [0.992124, 0.493243, -2.259257], [3.178272, -1.574862, -0.722174], [-1.713681, -0.215623, 1.879732], [-0.358417, -1.237321, 1.860881], [-0.247196, 0.537266, 1.939715], [-1.546994, 1.792213, -1.106520], [-0.980262, 2.281189, 0.363947], [-2.441174, 1.213850, 0.454781], [-2.545384, -1.094930, -0.416774], [-1.660061, -0.772797, -1.820412], [-1.146448, -2.157779, -0.776869], [2.449465, 1.473361, 1.268191]],
  "forces_ev_per_a": [[0.00, -0.38, 0.00], [-0.30, 1.24, -1.36], [3.48, -1.88, -1.30], [-0.22, 1.62, 2.84], [4.08, -0.08, 0.91], [-0.49, -1.25, -0.98], [-0.68, -0.31, 0.70], [-0.63, -1.17, 1.17], [-0.02, 1.46, 0.83], [0.18, -0.58, 0.99], [0.51, 0.09, -0.23], [-3.47, 0.18, 0.93], [-0.06, 0.79, -0.57], [0.85, 0.84, 1.00], [-0.73, -0.35, -1.43], [-0.25, -1.97, -0.24], [1.19, 0.45, -1.58], [-2.45, -0.21, 1.08], [-0.10, 0.12, -1.30], [-0.63, 1.53, 0.04], [-0.27, -0.14, -1.49]],
  "homo_lumo_gap_ev": 9.0,
  "energy_ha": -675.6925,
  "spin_multiplicity": 1,
  "e_homo_ev": -8.957,
  "smiles": "CC(C)(C)[SiH](C=O)C=O",
  "e_above_lowest_kj_mol": 353.7
}

=====

{
  "formula": "C6H12O3",
  "method": "ωB97M-V/def2-TZVPD",
  "elements": ["C", "C", "O", "O", "H", "H", "H", "H", "C", "C", "C", "C", "O", "H", "H", "H", "H", "H", "H", "H", "H"],
  "coordinates": [[-0.074904, 1.582971, 1.165713], [0.147608, 1.123978, -0.286342], [0.305403, 0.713075, 2.181179], [-0.916401, 0.294565, -0.803267], [-0.137063, -0.140671, 2.020000], [-1.153693, 1.838546, 1.254695], [0.508240, 2.496967, 1.323101], [0.023615, 2.024255, -0.906553], [1.541187, 0.546232, -0.614396], [-2.349261, -1.505176, -1.146077], [2.012290, -0.646965, 0.212929], [-1.357445, -0.815235, -0.245077], [-1.030326, -1.237689, 0.838899], [2.254266, 1.363797, -0.494667], [1.526578, 0.271966, -1.669521], [-1.812734, -2.250894, -1.722424], [-2.806505, -0.784603, -1.814620], [-3.102812, -2.026816, -0.547373], [1.306117, -1.462560, 0.161136], [2.152270, -0.375433, 1.256292], [2.963571, -1.010311, -0.163625]],
  "forces_ev_per_a": [[-0.61, 0.21, -0.36], [0.73, 0.39, 0.35], [0.09, -0.45, 0.42], [0.04, 0.19, -0.61], [0.10, 0.23, -0.03], [0.39, 0.09, -0.07], [-0.13, -0.05, -0.17], [0.01, -0.20, 0.20], [-0.46, -0.04, 0.28], [-0.15, 0.00, 0.41], [0.17, 0.16, 0.03], [-0.39, -0.35, 0.13], [0.00, -0.07, 0.17], [-0.02, 0.09, -0.07], [0.04, 0.09, -0.11], [0.10, -0.11, -0.19], [-0.07, -0.05, -0.11], [0.20, 0.17, -0.10], [-0.14, -0.25, 0.05], [-0.06, -0.05, -0.05], [0.16, -0.02, -0.16]],
  "homo_lumo_gap_ev": 10.6,
  "energy_ha": -461.5437,
  "spin_multiplicity": 1,
  "e_homo_ev": -9.793,
  "smiles": "CC[C@H](CO)OC(C)=O",
  "e_above_lowest_kj_mol": 58.4
}

=====

{
  "formula": "C6H12O3",
  "method": "ωB97M-V/def2-TZVPD",
  "elements": ["C", "C", "C", "O", "O", "H", "H", "H", "H", "H", "H", "C", "C", "C", "O", "H", "H", "H", "H", "H", "H"],
  "coordinates": [[1.827382, 0.107073, 0.670541], [2.016708, -1.020270, -0.274922], [-0.941256, 0.029366, -1.154192], [2.927560, 0.919956, 0.868874], [-0.139118, -0.491542, -1.938149], [3.385510, 1.062630, 0.030499], [1.421621, -0.155159, 1.645576], [-1.367791, 1.018868, -1.408578], [2.994176, -1.489624, -0.181179], [1.235683, -1.770974, -0.184975], [1.775157, -0.658790, -1.316765], [-1.701758, -0.743586, -0.103240], [-2.765947, 0.089964, 0.603435], [0.621542, 1.289037, 0.131704], [-0.115016, 1.793741, 0.929598], [1.083344, 1.870864, -0.697700], [-0.996580, -1.155182, 0.626001], [-2.163964, -1.594484, -0.612069], [-2.320914, 0.954353, 1.091906], [-3.259527, -0.495137, 1.378726], [-3.516812, 0.438897, -0.105091]],
  "forces_ev_per_a": [[-2.87, 1.40, -0.39], [-0.59, 0.08, -1.58], [-0.42, -1.66, -2.54], [0.47, 0.36, -0.10], [-1.38, 1.05, 1.40], [-0.02, -0.09, 0.05], [0.22, -0.12, 0.10], [0.38, 0.17, 0.28], [0.05, 0.06, -0.07], [0.07, -0.17, 0.44], [1.12, -0.34, 0.87], [0.16, 0.14, 0.46], [0.13, 0.01, 0.03], [3.85, -0.43, 2.34], [-0.59, -0.30, -0.47], [-0.60, -0.15, -0.53], [0.00, -0.03, -0.10], [0.17, 0.00, -0.07], [0.01, 0.05, -0.04], [-0.07, -0.04, -0.10], [-0.07, 0.00, 0.02]],
  "homo_lumo_gap_ev": 9.0,
  "energy_ha": -461.4490,
  "spin_multiplicity": 1,
  "e_homo_ev": -9.065,
  "smiles": "C[C@@H](O)C=O.CCC=O",
  "e_above_lowest_kj_mol": 307.0
}

=====

{
  "formula": "C6H12O4",
  "method": "ωB97M-V/def2-TZVPD",
  "elements": ["C", "C", "C", "C", "C", "C", "H", "H", "H", "H", "H", "H", "H", "H", "H", "H", "H", "H", "O", "O", "O", "O"],
  "coordinates": [[2.857212, -0.842644, -0.526906], [0.793424, 0.320062, -0.383702], [0.467452, -0.330392, 0.982503], [-1.052324, -0.189696, 1.299584], [-1.790239, 0.651194, 0.236497], [-0.957391, 1.874139, -0.393847], [2.874779, -1.415047, 0.414979], [3.902721, -0.754603, -0.778382], [2.307994, -1.418518, -1.282073], [0.329532, -0.294857, -1.222423], [1.092154, 0.189213, 1.698838], [0.629702, -1.436004, 0.982551], [-1.106816, 0.420454, 2.291317], [-1.352402, -1.233239, 1.422347], [-2.751027, 1.046403, 0.467685], [-1.257054, 1.894559, -1.510420], [-1.113349, 2.889737, 0.066409], [-1.905105, -1.992838, -1.017571], [2.206294, 0.401523, -0.493290], [0.413667, 1.679455, -0.412792], [-1.917957, -0.106833, -0.990184], [-2.671265, -1.352060, -0.851128]],
  "forces_ev_per_a": [[-0.82, -0.73, -0.16], [1.10, -0.81, 0.38], [-1.07, -0.17, -1.07], [0.83, 2.14, 1.60], [1.45, -0.17, -1.32], [-1.23, -0.12, -1.12], [-0.44, 0.34, 0.00], [0.15, 0.54, -0.46], [0.51, -0.54, -0.02], [0.67, 0.87, 0.57], [0.14, -0.16, 0.23], [0.58, 1.02, -0.13], [-0.32, -1.40, -1.48], [-1.12, 0.67, 0.09], [-0.85, 0.02, 0.76], [-0.25, 0.24, 1.71], [-0.27, -1.22, -0.25], [-1.66, 1.04, 0.34], [0.04, 0.44, 0.06], [1.08, -1.12, 0.63], [-0.62, -0.52, -0.46], [2.09, -0.38, 0.09]],
  "homo_lumo_gap_ev": 10.1,
  "energy_ha": -536.6093,
  "spin_multiplicity": 1,
  "e_homo_ev": -9.471,
  "smiles": "CO[C@H]1CC[C@H](OO)CO1",
  "e_above_lowest_kj_mol": 514.2
}

=====

{
  "formula": "C6H12OS2",
  "method": "ωB97M-V/def2-TZVPD",
  "elements": ["C", "C", "C", "C", "C", "C", "O", "S", "S", "H", "H", "H", "H", "H", "H", "H", "H", "H", "H", "H", "H"],
  "coordinates": [[0.762385, -1.346225, 0.149888], [0.816290, -0.091549, 0.431942], [2.024675, -2.067045, -0.338706], [-0.438275, -2.073334, 0.153286], [-2.644811, 1.410468, 1.142001], [0.711664, 2.141096, -1.367311], [1.357529, 2.399632, 1.237585], [-2.324699, 0.662522, -0.447424], [1.680958, 1.425427, 0.194624], [2.512801, -1.582262, -1.160810], [2.736091, -2.184597, 0.501734], [1.901961, -3.102252, -0.625055], [-1.289577, -1.502200, -0.222739], [-0.882232, -2.404153, 1.104503], [-0.361284, -2.952767, -0.364634], [-2.200020, 2.373777, 1.147331], [-2.411132, 0.725894, 1.898221], [-3.739571, 1.547774, 1.324644], [-0.250919, 1.609589, -1.267683], [1.243243, 1.864637, -2.245185], [0.794931, 3.145564, -1.246214]],
  "forces_ev_per_a": [[3.38, -0.13, -0.86], [-0.67, 3.26, -0.11], [0.65, -0.58, 1.38], [-4.13, -0.43, 1.50], [-1.91, 0.21, -1.03], [0.40, -4.42, 1.62], [-0.12, 0.26, 0.80], [-0.29, -0.04, 0.00], [-0.50, -0.33, -1.72], [0.24, 0.52, -0.28], [-0.13, 0.52, -0.37], [-0.75, -0.22, -0.25], [0.29, -0.04, -0.31], [0.74, 0.26, 0.38], [0.24, -2.19, -1.62], [0.62, 0.65, 0.62], [1.02, -0.66, 1.27], [0.52, -0.02, -0.67], [0.28, 1.00, -0.30], [0.43, -0.55, -0.76], [-0.31, 2.91, 0.72]],
  "homo_lumo_gap_ev": [8.3, 6.0],
  "energy_ha": -1107.2010,
  "spin_multiplicity": 1,
  "e_homo_ev": [-8.857, -7.816],
  "e_above_lowest_kj_mol": 605.8
}

=====

{
  "formula": "C6H12OS3",
  "method": "ωB97M-V/def2-TZVPD",
  "elements": ["C", "C", "C", "C", "C", "C", "O", "S", "S", "S", "H", "H", "H", "H", "H", "H", "H", "H", "H", "H", "H", "H"],
  "coordinates": [[-0.631200, 1.444785, -0.631816], [0.748141, -0.734587, 2.370436], [0.022159, -1.664122, 0.130066], [0.030776, -0.439528, 1.057628], [0.386134, 0.990541, 0.466252], [-0.803466, 0.577653, -1.909382], [-1.806864, 1.816362, -0.026398], [2.073195, 0.955161, -0.199175], [0.574353, 0.569148, -3.072503], [-2.277695, -0.009181, -2.368781], [-0.201643, 2.306425, -1.031578], [0.874423, 0.018312, 3.073813], [0.296624, -1.489262, 2.838471], [1.833464, -0.914829, 2.174987], [-0.220140, -2.520880, 0.641147], [-0.681090, -1.471565, -0.579805], [0.937673, -1.877576, -0.217909], [-0.897279, -0.197968, 1.520354], [0.434648, 1.770024, 1.141072], [1.738289, -0.043386, -1.145910], [-0.010682, -0.165607, -4.067966], [-2.419819, 1.080080, -0.163002]],
  "forces_ev_per_a": [[1.01, -1.24, 0.15], [3.99, 1.48, -3.18], [-0.98, 3.03, 2.46], [0.37, 1.78, 1.62], [0.33, -3.72, -2.68], [-0.85, 0.06, -1.07], [-0.91, -0.42, 0.09], [-0.09, -1.07, -1.20], [-0.76, -0.26, 0.30], [1.00, 0.29, 0.65], [0.80, 1.80, -0.71], [-0.62, 2.11, 1.08], [-1.53, -3.38, 1.76], [-0.65, -0.71, 0.01], [-1.06, -1.90, 1.57], [-1.67, -0.05, -2.36], [3.46, -0.34, -1.74], [-1.85, -0.36, -0.54], [-0.37, 1.31, 1.88], [0.86, 1.13, 1.23], [-0.08, 0.38, 0.65], [-0.40, 0.08, 0.05]],
  "homo_lumo_gap_ev": 8.3,
  "energy_ha": -1505.5386,
  "spin_multiplicity": 1,
  "e_homo_ev": -9.060,
  "smiles": "CC(C)[C@@H](S)[C@H](O)C(=S)S",
  "e_above_lowest_kj_mol": 177.5
}